[1]
Formula: C28H59NO2
Source: OMol25
Level of theory: the ωB97M-V functional and the def2-TZVPD basis

XYZ file:
```
90
Properties=species:S:1:pos:R:3:forces:R:3:lowdin_charge:R:1
C 5.8950 -2.4209 -0.7495 -0.33 -0.25 0.20 -0.13
O 7.1272 -1.8567 -1.0938 0.29 0.00 0.00 -0.18
C 7.0101 -0.8584 -2.0834 -0.27 0.06 -0.22 -0.24
C 6.2610 0.3851 -1.6033 0.06 0.04 -0.35 -0.19
C 6.7436 1.6813 -2.2621 0.06 0.25 0.33 -0.20
C 6.6467 2.9291 -1.3722 -0.26 0.20 -0.19 -0.21
C 5.2763 3.6130 -1.3609 0.06 -0.41 0.38 -0.22
C 4.2106 2.8934 -0.5357 -0.08 0.05 -0.39 -0.21
C 2.8054 3.5079 -0.7115 0.35 -0.60 -0.16 -0.20
C 1.9256 2.6033 -1.5781 -0.21 0.49 0.39 -0.23
C 0.4675 3.0349 -1.6328 -0.52 -0.53 -0.34 -0.20
C -0.4963 1.9694 -2.2351 0.51 0.07 0.06 -0.19
C 0.1383 0.9767 -3.2061 -0.69 0.31 -0.21 -0.18
C -0.9022 0.0717 -3.8821 0.88 0.24 -0.10 -0.30
C -1.7446 0.7607 -4.9624 -0.18 -0.31 -0.05 -0.15
N -0.9886 0.5995 -6.2140 -0.28 -0.46 0.42 0.07
C -0.0392 -0.4256 -6.0936 0.81 -0.18 -0.93 -0.45
O 0.7732 -0.7455 -6.9531 -1.32 0.29 1.02 0.06
C -0.1810 -1.0035 -4.7076 -0.26 -0.47 0.74 -0.07
H 5.3523 -2.7905 -1.6256 0.00 0.04 -0.15 0.09
H 5.2450 -1.7266 -0.2109 -0.03 0.16 -0.02 0.08
H 6.0732 -3.2678 -0.0925 0.16 -0.05 0.04 0.09
H 8.0125 -0.6022 -2.4166 0.22 -0.02 0.23 0.12
H 6.4984 -1.2821 -2.9560 -0.03 -0.04 -0.10 0.12
H 6.3836 0.4695 -0.5245 0.04 -0.07 0.14 0.12
H 5.2032 0.2471 -1.8163 -0.18 0.01 0.22 0.10
H 7.7907 1.5708 -2.5446 0.09 -0.11 -0.06 0.10
H 6.1905 1.8938 -3.1766 0.00 -0.13 -0.20 0.11
H 6.9354 2.6933 -0.3469 0.11 -0.08 0.09 0.11
H 7.3652 3.6624 -1.7384 0.12 0.03 -0.01 0.10
H 4.9187 3.6841 -2.3895 -0.03 0.24 -0.12 0.11
H 5.3895 4.6147 -0.9465 -0.03 0.21 -0.18 0.11
H 4.1641 1.8588 -0.8693 0.00 -0.18 0.08 0.08
H 4.5058 2.8625 0.5122 0.06 0.09 0.11 0.11
H 2.3519 3.6289 0.2694 -0.21 0.24 0.03 0.11
H 2.9006 4.4706 -1.2109 -0.11 0.30 0.23 0.11
H 1.9731 1.5995 -1.1577 0.08 -0.20 -0.12 0.11
H 2.3295 2.6026 -2.5892 0.15 -0.33 -0.10 0.12
H 0.1091 3.2423 -0.6259 0.05 0.23 0.12 0.11
H 0.3401 3.9422 -2.2206 0.25 0.24 0.05 0.11
H -1.2808 2.4961 -2.7755 -0.27 0.01 0.15 0.10
H -0.9545 1.4092 -1.4196 -0.16 -0.07 0.02 0.10
H 0.6591 1.5363 -3.9859 0.28 -0.10 -0.05 0.13
H 0.8365 0.3195 -2.6958 0.27 0.09 0.05 0.11
H -1.5296 -0.3657 -3.1089 -0.14 -0.07 0.02 0.13
H -1.9484 1.8137 -4.7888 0.09 0.11 0.18 0.11
H -2.7062 0.2463 -5.0326 -0.12 0.04 -0.03 0.12
H -1.6163 0.5086 -6.9976 0.50 0.29 -0.55 0.13
H -0.8270 -1.8867 -4.7094 -0.08 -0.03 -0.61 0.13
H 0.7470 -1.3798 -4.2860 0.25 0.32 -0.03 0.12
C -1.7339 -3.0928 -0.7267 -0.03 0.08 -0.07 -0.10
C -2.5818 -1.8968 -0.3025 0.11 -0.04 -0.02 -0.27
C -3.3574 -2.1254 0.9926 -0.01 0.06 0.05 -0.23
C -4.3785 -3.2621 0.9450 0.03 -0.04 -0.03 -0.22
C -5.4435 -3.1210 -0.1409 -0.07 0.03 0.08 -0.27
C -6.3132 -1.8774 0.0210 0.03 -0.05 -0.09 -0.11
H -2.3467 -3.9712 -0.9327 0.00 -0.01 0.01 0.07
H -1.1707 -2.8662 -1.6343 0.01 -0.02 0.00 0.06
H -1.0154 -3.3557 0.0522 -0.02 -0.03 0.01 0.08
H -3.2679 -1.6306 -1.1122 -0.02 0.02 0.02 0.10
H -1.9251 -1.0327 -0.1643 -0.03 0.03 -0.01 0.10
H -3.8591 -1.1946 1.2727 0.00 -0.01 0.01 0.09
H -2.6449 -2.3350 1.7974 0.01 0.01 0.00 0.11
H -4.8726 -3.3227 1.9200 -0.01 0.00 0.00 0.11
H -3.8600 -4.2157 0.8131 0.01 0.01 0.00 0.10
H -6.0837 -4.0063 -0.1135 0.01 -0.01 -0.03 0.10
H -4.9759 -3.1148 -1.1294 0.02 -0.02 0.00 0.10
H -6.8148 -1.8776 0.9908 0.02 0.02 0.02 0.07
H -7.0818 -1.8395 -0.7520 -0.02 0.02 0.02 0.07
H -5.7263 -0.9606 -0.0558 0.00 0.01 0.02 0.06
C -1.7660 -0.1258 8.0058 -0.04 0.09 0.00 -0.11
C -3.1772 0.2020 7.5269 0.04 -0.05 0.06 -0.27
C -3.8141 -0.9124 6.6986 -0.04 0.01 -0.01 -0.23
C -3.0781 -1.2505 5.4015 0.04 -0.01 0.01 -0.23
C -2.9020 -0.0785 4.4379 -0.07 -0.05 -0.06 -0.27
C -4.2216 0.5023 3.9397 0.10 0.06 -0.02 -0.11
H -1.0784 -0.2694 7.1712 0.01 -0.02 0.00 0.06
H -1.3691 0.6818 8.6221 0.02 -0.01 0.01 0.07
H -1.7618 -1.0366 8.6081 0.01 -0.03 -0.02 0.07
H -3.1613 1.1344 6.9557 -0.02 0.00 -0.01 0.10
H -3.8107 0.3913 8.3972 -0.01 0.02 -0.01 0.10
H -4.8485 -0.6390 6.4727 0.00 -0.01 -0.02 0.10
H -3.8708 -1.8185 7.3100 0.00 0.00 0.01 0.11
H -3.6268 -2.0486 4.8904 0.00 0.00 -0.02 0.11
H -2.0947 -1.6670 5.6366 -0.01 0.00 0.01 0.10
H -2.3242 -0.4252 3.5767 0.03 0.02 0.01 0.09
H -2.3077 0.7112 4.9054 0.01 -0.02 0.02 0.10
H -4.8182 -0.2634 3.4384 -0.03 -0.01 0.02 0.06
H -4.0394 1.3062 3.2247 -0.05 0.00 -0.02 0.07
H -4.8169 0.9174 4.7542 -0.01 -0.01 0.00 0.07
```
Forces are in eV/Å.

Summary:
frontier orbital gap: 10.08 eV
E_tot: -1307.48966 hartree
HOMO level: -9.65 eV
LUMO: 0.43 eV
SMILES: COCCCCCCCCCCC[C@H]1CNC(=O)C1.CCCCCC.CCCCCC

***

[2]
Formula: C39H40ClN5OS5Ti
Source: OMol25
Level of theory: the ωB97M-V functional and the def2-TZVPD basis

XYZ file:
```
92
Properties=species:S:1:pos:R:3:forces:R:3:lowdin_charge:R:1
Ti -0.2812 0.1282 0.7793 3.26 1.79 0.96 0.84
C -0.3845 1.2858 -5.4117 -0.27 -0.31 0.08 -0.53
C 0.0558 2.0003 -4.1382 0.14 -0.27 0.60 -0.52
S 0.4370 0.9340 -2.7121 0.58 0.49 -0.80 0.86
C 1.9498 0.0859 -3.3190 -0.48 0.48 0.14 -0.47
C 1.9757 -1.3667 -2.8497 -0.45 -0.28 0.09 -0.49
S 0.3383 -2.0874 -2.5044 0.04 -0.69 -0.32 0.85
C -0.2954 -2.5713 -4.1631 0.45 0.23 0.55 -0.53
C -0.2303 -1.5558 -5.2871 -0.46 0.31 -0.09 -0.54
S -1.4405 -0.1812 -5.1450 0.19 -0.07 -0.13 0.83
H 0.4582 0.9674 -6.0301 -0.05 0.06 0.01 0.06
H -1.0038 1.9679 -5.9967 0.11 0.03 -0.09 0.06
H -0.7727 2.6092 -3.7648 0.34 -0.04 -0.18 0.00
H 0.9165 2.6420 -4.3481 -0.08 0.10 -0.05 0.07
H 2.8167 0.6212 -2.9257 0.05 -0.05 -0.05 0.07
H 1.9687 0.1608 -4.4070 0.02 0.00 0.01 0.05
H 2.4662 -1.4382 -1.8760 0.04 -0.06 -0.14 0.04
H 2.5002 -2.0056 -3.5638 0.10 -0.01 0.08 0.08
H -1.3316 -2.8442 -3.9649 -0.04 -0.14 -0.03 0.06
H 0.2538 -3.4641 -4.4716 -0.08 -0.08 -0.06 0.06
H -0.4693 -2.0669 -6.2242 0.16 -0.02 0.01 0.06
H 0.7636 -1.1278 -5.3714 0.06 -0.02 -0.06 0.05
C 3.9842 4.7319 -3.4832 -0.03 0.04 0.13 -0.05
C 3.4834 4.7822 -2.0311 0.00 0.21 -0.11 -0.55
C 4.2622 5.8550 -1.2540 -0.05 -0.11 -0.08 -0.06
C 2.0137 5.2027 -2.0487 0.19 -0.11 0.03 -0.06
C 3.7178 3.4229 -1.3810 0.16 0.10 -0.02 -0.19
C 5.0394 2.9882 -1.2435 0.24 -0.10 -0.05 -0.08
C 5.3336 1.7502 -0.6907 -0.08 0.23 -0.09 -0.12
C 4.2977 0.9508 -0.2808 -0.21 -0.17 0.03 -0.49
S 4.4234 -0.6610 0.3653 -0.52 0.11 0.01 1.00
C 2.6268 -0.6909 0.4507 1.20 -0.74 0.32 -0.56
N 2.0347 0.4304 0.0159 -1.25 0.07 -0.06 0.00
C 2.9392 1.3481 -0.3903 0.68 0.42 -0.17 -0.33
C 2.6817 2.6170 -0.9449 -0.21 -0.21 0.16 -0.01
C 1.9593 -1.8496 0.8759 -0.24 0.19 -0.12 -0.30
C 2.6743 -3.0258 1.1910 0.24 0.04 0.02 -0.10
C 1.9977 -4.1762 1.5076 0.25 -0.10 0.04 -0.14
C 0.6094 -4.1761 1.4866 -0.42 -0.18 0.02 -0.13
C -0.0860 -3.0089 1.1846 0.07 -0.19 0.00 -0.15
C 0.5320 -1.7924 0.9135 0.36 -1.04 -0.20 -0.20
H 3.8430 5.6955 -3.9732 -0.03 0.14 -0.05 0.08
H 3.4328 3.9797 -4.0443 -0.07 -0.10 -0.06 0.08
H 5.0404 4.4762 -3.5299 0.11 -0.03 -0.01 0.07
H 4.0788 6.8450 -1.6733 -0.04 0.10 -0.06 0.07
H 5.3330 5.6690 -1.2784 0.12 -0.01 0.01 0.07
H 3.9443 5.8523 -0.2139 -0.03 0.05 0.14 0.09
H 1.9284 6.1990 -2.4839 -0.03 0.06 -0.05 0.08
H 1.6073 5.2362 -1.0426 -0.10 0.02 0.15 0.05
H 1.4083 4.5206 -2.6389 -0.14 -0.12 -0.07 0.08
H 5.8633 3.5955 -1.5878 0.04 0.15 -0.04 0.09
H 6.3545 1.4095 -0.5908 0.13 0.01 -0.02 0.09
H 1.6519 2.9131 -1.0475 -0.05 0.04 0.00 0.05
H 3.7604 -3.0052 1.1611 -0.04 -0.13 0.05 0.06
H 2.5425 -5.0798 1.7592 0.03 -0.03 -0.01 0.08
H 0.0608 -5.0827 1.7145 -0.01 -0.07 -0.01 0.08
H -1.1684 -3.0883 1.1713 0.02 0.01 0.03 0.08
S -1.7674 -0.7454 3.0287 -0.03 0.23 -0.18 0.70
C -2.5515 -1.2546 1.5941 0.79 0.43 0.22 -0.79
C -3.6937 -2.0406 1.5660 -0.81 -0.55 -0.98 -0.11
C -4.2753 -2.3462 0.3398 0.58 0.33 0.61 -0.08
C -3.6652 -1.8706 -0.8249 -0.23 -0.19 -0.15 -0.07
C -2.5138 -1.1240 -0.7333 0.20 0.22 0.23 -0.12
N -1.9525 -0.8045 0.4545 -3.32 -2.28 -0.69 -0.16
H -4.0956 -2.4073 2.4987 -0.04 0.08 0.05 0.09
H -5.1797 -2.9361 0.2971 -0.06 -0.07 -0.05 0.09
H -4.0860 -2.0905 -1.7974 0.04 0.05 -0.02 0.09
H -2.0040 -0.7491 -1.6190 -0.07 0.00 0.11 0.08
N -2.8348 1.7590 1.1545 0.18 -0.10 -0.81 0.20
C -2.3778 1.9504 -0.1133 -0.77 0.22 1.18 -0.51
O -1.2384 1.5165 -0.4373 -0.25 0.06 -0.35 -0.22
C -3.2341 2.6895 -0.9765 0.46 -0.41 0.18 -0.21
C -4.4725 3.1378 -0.5360 -0.74 0.26 0.27 -0.28
N -5.5055 3.5087 -0.1699 -0.15 0.02 0.12 0.10
C -2.8779 3.0516 -2.2647 0.43 0.25 -0.87 -0.22
N -2.6183 3.4023 -3.3370 -0.18 0.03 -0.04 0.13
H -3.7685 2.0286 1.4132 0.07 0.03 0.04 0.11
H -2.2793 1.2025 1.8060 -0.44 0.21 0.10 0.01
Cl -0.1092 3.9243 0.7274 0.20 0.56 -0.09 0.81
C -0.8382 3.5534 2.2529 0.19 -0.35 0.39 -0.60
C -1.8310 4.3876 2.7186 -0.02 0.13 0.24 -0.14
C -2.4377 4.1198 3.9361 0.00 0.04 -0.05 -0.13
C -2.0151 3.0187 4.6664 -0.21 0.11 0.19 -0.12
C -1.0432 2.1755 4.1805 0.26 -0.02 -0.32 -0.11
C -0.4281 2.3801 2.9258 -0.31 0.78 0.50 -0.38
C 0.5122 1.4516 2.3588 0.58 -0.18 -0.08 -0.23
H -2.1298 5.2409 2.1291 -0.02 0.07 -0.10 0.10
H -3.2255 4.7563 4.3107 -0.06 0.11 0.01 0.08
H -2.4545 2.8240 5.6362 -0.06 -0.08 0.05 0.09
H -0.7440 1.3157 4.7638 0.05 -0.06 -0.01 0.09
H 0.9508 0.7723 3.1054 -0.10 0.14 -0.21 0.07
H 1.2929 1.9577 1.7818 -0.06 -0.10 0.15 0.03
```
Forces are in eV/Å.

Summary:
relative energy (zero: lowest compared OMol25 entry of this formula, charge and spin): 20.7 kcal per mole
frontier orbital gap (alpha / beta): 3.57 / 6.21 eV
E_tot: -5159.86483 hartree
spin multiplicity: 3
HOMO level (alpha / beta): 0.35 / -2.30 eV
LUMO (alpha / beta): 3.91 / 3.91 eV
net charge: -2

***

[3]
Formula: C6H10N2
Source: OMol25
Level of theory: the ωB97M-V functional and the def2-TZVPD basis

XYZ file:
```
18
Properties=species:S:1:pos:R:3:forces:R:3:lowdin_charge:R:1
C -1.9160 -0.4446 -0.5559 -1.72 3.54 -1.56 -0.11
C -0.9335 -0.1268 0.6296 -0.13 -0.64 -1.76 -0.30
N -0.6425 1.3764 0.7919 -3.63 -0.28 1.52 -0.08
N 0.1790 2.1028 -0.0458 2.10 -1.62 0.42 -0.02
C 1.2193 1.4786 -0.5158 0.56 -1.69 -3.27 -0.09
C 1.3655 -0.1845 -0.5998 -1.37 3.77 -0.10 -0.25
C 1.7731 -0.6807 0.6884 -1.07 0.05 4.75 -0.11
C 0.2983 -0.8811 0.1267 1.21 -0.34 2.30 -0.27
H -2.8110 0.4061 -0.6813 1.49 -2.79 1.16 0.13
H -1.5884 -0.2822 -1.6067 1.14 0.20 0.76 0.07
H -2.1199 -1.5006 -0.6241 -1.06 -0.25 0.64 0.05
H -1.4173 -0.7320 1.4961 1.06 2.03 -0.66 0.16
H -1.5637 1.9496 1.1082 3.14 -1.79 -1.45 0.17
H 2.1107 1.9765 -1.1283 -2.50 -0.42 1.56 0.13
H 1.5819 -0.9515 -1.3612 1.02 1.89 -0.74 0.15
H 2.5264 -1.4194 0.6145 0.20 -1.25 0.37 0.06
H 1.8075 -0.1781 1.8295 -0.02 -0.52 -3.77 0.18
H 0.1306 -1.9086 -0.1660 -0.42 0.11 -0.17 0.12
```
Forces are in eV/Å.

Summary:
relative energy (zero: lowest compared OMol25 entry of this formula, charge and spin): 128.5 kcal per mole
frontier orbital gap: 9.45 eV
E_tot: -343.93196 hartree
HOMO level: -8.41 eV
LUMO: 1.04 eV
SMILES: C[C@@H]1NN=C[C@H]2C[C@@H]12

***

[4]
Formula: C2HLiNaO3
Source: OMol25
Level of theory: the ωB97M-V functional and the def2-TZVPD basis

XYZ file:
```
8
Properties=species:S:1:pos:R:3:forces:R:3:lowdin_charge:R:1
O -0.7254 0.7952 -0.4994 0.49 0.43 0.32 -0.28
C -1.3888 -0.1547 -0.0339 -0.71 -0.78 -0.52 -0.25
O 1.9212 0.6658 0.5207 -1.03 -0.55 1.11 0.20
C 1.4197 -0.3894 0.4608 1.77 -0.23 -2.53 -0.37
O 1.1968 -1.4837 0.1052 -0.42 0.67 1.27 0.13
Na 0.6233 2.5751 -0.3801 -0.29 -0.29 -0.02 0.79
H -2.3738 0.1744 0.4040 0.26 0.16 0.01 0.01
Li -0.6731 -2.1826 -0.5774 -0.08 0.59 0.36 0.78
```
Forces are in eV/Å.

Summary:
relative energy (zero: lowest compared OMol25 entry of this formula, charge and spin): 11.4 kcal per mole
frontier orbital gap: 7.08 eV
E_tot: -472.17070 hartree
HOMO level: -11.00 eV
LUMO: -3.93 eV
net charge: +1